Molecular formula: C3H6N4O
Method: DFT, ωB97M-V/def2-TZVPD

The geometry in XYZ format:
```
14
Properties=species:S:1:pos:R:3
C -0.020 0.679 0.086
C 1.112 -0.149 0.155
C -0.493 -1.584 -0.003
H 0.153 2.505 0.790
H -0.002 2.187 -0.835
H 2.949 -0.457 -0.974
H -0.982 -2.431 -0.456
H -1.985 1.436 -0.470
H -2.565 -0.516 1.221
N -0.346 2.037 0.040
N 0.849 -1.331 0.113
N -1.007 -0.360 0.105
N -2.419 -0.117 -0.287
O 2.413 0.250 -0.063
```

The calculation puts the max |F| at 9.9 eV/Å. The spin multiplicity is 1. As for the total energy: -411.83982 Eh.

Molecular formula: C3H6N4O
Method: DFT, ωB97M-V/def2-TZVPD

The geometry in XYZ format:
```
14
Properties=species:S:1:pos:R:3
O 2.683 0.389 -0.182
N 1.716 -0.568 -0.176
C 0.548 -0.109 0.222
C -0.407 -1.193 0.575
N -1.553 -1.047 -0.354
N -2.014 0.313 -0.377
C -1.178 1.252 0.104
N 0.101 1.195 0.290
H 3.478 -0.131 -0.522
H -0.100 -2.205 0.386
H -0.714 -1.140 1.614
H -1.016 -1.212 -1.238
H -3.019 0.433 -0.004
H -1.620 2.187 0.126
```

As for the structure (SMILES): O/N=C1/CNNC=N1. The calculation puts the max |F| at 3.4 eV/Å. The spin multiplicity is 1. As for the total energy: -412.06146 Eh.

Molecular formula: C3H6N4O
Method: DFT, ωB97M-V/def2-TZVPD

The geometry in XYZ format:
```
14
Properties=species:S:1:pos:R:3
H -2.910 2.325 0.381
N -2.275 2.511 1.170
C -1.246 1.833 1.109
N -0.943 0.805 0.181
C 0.249 0.322 0.091
N 0.500 -0.828 -0.673
O -0.642 -1.664 -0.900
C 1.657 -1.586 -0.667
N 2.687 -1.032 -0.183
H 3.483 -1.648 -0.269
H -0.526 1.934 1.912
H 1.170 0.701 0.487
H -1.333 -1.005 -0.918
H 1.507 -2.609 -1.057
```

As for the structure (SMILES): [H]/N=C\N=C\N(O)/C=N/[H]. The calculation puts the max |F| at 2.4 eV/Å. The spin multiplicity is 1. As for the total energy: -412.08724 Eh.

Please write out number 2 again, unchanged.
Molecular formula: C3H6N4O
Method: DFT, ωB97M-V/def2-TZVPD

The geometry in XYZ format:
```
14
Properties=species:S:1:pos:R:3
O 2.683 0.389 -0.182
N 1.716 -0.568 -0.176
C 0.548 -0.109 0.222
C -0.407 -1.193 0.575
N -1.553 -1.047 -0.354
N -2.014 0.313 -0.377
C -1.178 1.252 0.104
N 0.101 1.195 0.290
H 3.478 -0.131 -0.522
H -0.100 -2.205 0.386
H -0.714 -1.140 1.614
H -1.016 -1.212 -1.238
H -3.019 0.433 -0.004
H -1.620 2.187 0.126
```

As for the structure (SMILES): O/N=C1/CNNC=N1. The calculation puts the max |F| at 3.4 eV/Å. The spin multiplicity is 1. As for the total energy: -412.06146 Eh.

Repeat the third record exactly.
Molecular formula: C3H6N4O
Method: DFT, ωB97M-V/def2-TZVPD

The geometry in XYZ format:
```
14
Properties=species:S:1:pos:R:3
H -2.910 2.325 0.381
N -2.275 2.511 1.170
C -1.246 1.833 1.109
N -0.943 0.805 0.181
C 0.249 0.322 0.091
N 0.500 -0.828 -0.673
O -0.642 -1.664 -0.900
C 1.657 -1.586 -0.667
N 2.687 -1.032 -0.183
H 3.483 -1.648 -0.269
H -0.526 1.934 1.912
H 1.170 0.701 0.487
H -1.333 -1.005 -0.918
H 1.507 -2.609 -1.057
```

As for the structure (SMILES): [H]/N=C\N=C\N(O)/C=N/[H]. The calculation puts the max |F| at 2.4 eV/Å. The spin multiplicity is 1. As for the total energy: -412.08724 Eh.

Question: spin multiplicity of number 2 (C3H6N4O)?
Answer: 1

Question: spin multiplicity of number 2 (C3H6N4O)?
Answer: 1